Below is a 12-piece molecular cluster, C23H48F9N15O25PS overall, with properties calculated with wB97M-V/def2-TZVPD.

```
122
Properties=species:S:1:pos:R:3:forces:R:3
C -2.455930 2.333078 6.374875 -0.35 -0.25 -0.50
C -1.009940 2.261439 5.538127 -0.71 0.43 -0.48
C -1.264784 1.202646 4.307217 -1.55 -1.40 1.80
C -1.480733 -0.405794 4.712587 -1.16 1.97 0.06
N -0.137245 -1.143383 4.530072 0.79 5.03 -3.02
P -0.498551 -2.830769 4.085973 -0.17 -3.72 -1.17
C -2.257149 -3.371419 4.712776 -0.31 -0.48 0.44
C 0.683396 -4.048942 5.042790 0.33 0.02 1.45
C 0.536143 -0.258106 3.506911 -2.88 0.38 1.48
N 1.717068 -0.355889 2.815469 -0.66 -0.15 0.23
S 2.764089 -1.734564 3.039063 -0.24 -6.34 4.25
O 2.309028 -3.030624 2.327335 1.71 5.76 1.91
O 3.012754 -1.879379 4.564369 -1.06 1.29 -6.05
C 4.468533 -1.302265 2.290970 2.95 1.88 1.26
F 4.956209 0.016197 2.843769 -1.88 -4.34 -1.61
F 5.403254 -2.335661 2.792712 -3.49 3.45 -2.11
C 4.433870 -1.124294 0.662041 1.35 2.51 -1.47
F 3.092817 -0.658567 0.144783 4.12 -1.79 2.09
F 5.370216 0.020237 0.351523 -3.10 -3.89 0.85
C 4.985236 -2.410225 -0.192151 0.81 -2.85 -0.93
F 6.437892 -2.730154 0.069228 -5.27 1.45 -0.48
F 4.173125 -3.654824 0.075363 2.75 4.48 -0.57
C 4.895293 -2.201721 -1.845159 1.16 -1.97 -2.74
F 5.768646 -1.099382 -2.338792 -3.67 -3.67 1.84
F 3.500712 -2.151734 -2.354296 5.14 0.15 1.94
F 5.489111 -3.467734 -2.417253 -2.18 4.59 1.96
N -0.219695 1.021604 3.229683 1.26 -2.46 3.45
N -0.567478 1.309782 1.920707 -3.61 -3.98 -3.82
C -1.507233 0.442286 1.421728 -6.78 -1.02 -0.44
O -2.673672 -0.157127 1.053428 10.43 5.06 2.84
H -2.326692 2.706618 7.477265 -0.12 -0.88 -2.22
H -3.212843 3.071708 5.838626 1.75 -1.50 1.04
H -2.993637 1.269689 6.351916 1.22 2.30 0.33
H -0.101579 1.996434 6.232956 -1.81 0.46 -1.48
H -0.877342 3.327817 5.035781 0.09 -2.30 1.13
H -2.330216 1.508883 3.933404 2.29 -0.44 -0.07
H -2.273794 -0.712209 3.874378 1.71 -0.03 2.15
H -1.868140 -0.525577 5.815299 0.78 0.00 -2.41
H -2.447638 -4.423455 4.181594 0.86 2.43 1.07
H -2.274498 -3.592876 5.866988 -0.21 0.63 -2.25
H -3.115275 -2.668285 4.340417 1.71 -1.27 0.99
H 1.549808 -4.461936 4.373419 -1.77 1.11 1.17
H 1.131157 -3.478529 5.980239 -0.79 -1.29 -1.93
H 0.084835 -4.973591 5.450078 0.89 1.92 -0.86
H 1.945167 0.442811 2.153332 -0.27 -1.29 0.97
C 2.158937 0.516831 -2.622064 0.00 -0.07 0.17
N 1.062983 1.070326 -3.462362 -0.65 0.54 -1.02
O -0.004103 1.336851 -2.897293 1.29 -0.43 -0.75
O 1.304933 1.221692 -4.665448 -0.54 -0.23 2.06
H 1.808037 0.437924 -1.590797 -0.05 0.10 -0.37
H 2.413482 -0.467880 -3.019156 -0.08 0.44 -0.04
H 3.005187 1.203466 -2.689934 -0.12 -0.15 -0.11
C -1.531886 3.852531 -4.289055 -0.21 -0.19 -0.19
N -1.923586 5.032656 -3.472078 -0.03 0.60 0.46
O -3.070138 5.470359 -3.623216 1.41 -0.24 0.44
O -1.069024 5.486187 -2.702076 -1.52 -0.48 -1.00
H -2.376573 3.561706 -4.917381 0.13 0.21 0.18
H -0.677660 4.145433 -4.902765 -0.08 -0.13 0.24
H -1.268634 3.047415 -3.600072 0.09 0.28 -0.17
C -3.220823 -7.969055 3.347239 -0.12 -0.16 -0.03
N -3.612523 -6.788931 4.164216 -0.48 0.27 0.31
O -4.759076 -6.351227 4.013078 1.72 -0.27 0.46
O -2.757961 -6.335399 4.934218 -1.31 -0.52 -0.88
H -4.065510 -8.259881 2.718913 0.16 0.18 0.22
H -2.366597 -7.676154 2.733529 -0.21 -0.09 0.35
H -2.957571 -8.774171 4.036222 0.04 0.21 -0.06
C 7.561760 0.165673 -4.800490 -0.22 0.17 0.16
N 8.020115 -0.223769 -6.161305 0.36 -0.30 -1.24
O 7.370602 0.205727 -7.121865 1.04 -0.70 1.31
O 9.019042 -0.949533 -6.226751 -1.52 1.09 0.03
H 6.678370 0.801142 -4.893604 0.24 -0.17 -0.12
H 7.321723 -0.751314 -4.258596 0.22 0.16 -0.11
H 8.378445 0.708623 -4.320444 -0.09 -0.23 -0.07
C -5.440299 5.510699 -6.058572 -0.23 0.25 0.15
N -4.981943 5.121257 -7.419388 0.14 -0.17 -1.06
O -5.631457 5.550753 -8.379947 1.13 -0.75 1.24
O -3.983017 4.395494 -7.484833 -1.37 0.98 -0.06
H -6.323689 6.146168 -6.151687 0.24 -0.20 -0.12
H -5.680335 4.593713 -5.516679 0.22 0.17 -0.07
H -4.623614 6.053649 -5.578527 -0.09 -0.28 -0.02
C -1.570956 -6.857622 -1.271306 -0.01 0.19 -0.32
N -1.745186 -6.745758 0.202025 -0.12 0.28 0.77
O -1.980427 -5.621705 0.660473 0.32 -1.72 -0.26
O -1.640977 -7.789537 0.856652 0.01 1.56 -0.98
H -1.688348 -5.867518 -1.717156 0.00 -0.23 0.25
H -0.567798 -7.247144 -1.455902 -0.24 -0.08 0.08
H -2.337131 -7.541103 -1.642848 0.23 0.01 0.12
C 2.826724 6.252785 -5.699874 0.24 0.22 0.08
N 1.808173 5.276970 -5.226679 -0.46 -0.51 0.42
O 1.754157 5.060051 -4.010522 -0.12 -0.01 -1.75
O 1.091598 4.756414 -6.089471 0.89 0.60 1.32
H 3.382152 6.629561 -4.838242 -0.25 -0.15 -0.17
H 3.492113 5.727182 -6.387718 -0.23 0.07 0.03
H 2.296939 7.064727 -6.202159 0.07 -0.22 0.06
C -5.852264 -3.495448 2.870520 -0.21 -0.31 -0.15
N -6.243964 -2.315323 3.687497 -0.62 0.59 0.18
O -7.390517 -1.877620 3.536358 1.91 -0.35 0.59
O -5.389402 -1.861792 4.457499 -1.14 -0.23 -0.85
H -6.696952 -3.786273 2.242194 0.23 0.20 0.27
H -4.998039 -3.202546 2.256811 -0.03 -0.04 0.20
H -5.589012 -4.300564 3.559502 0.10 0.23 -0.08
C 1.715799 10.197143 -8.643579 0.17 0.22 -0.25
N 1.916642 9.521936 -7.333109 0.22 -0.29 0.82
O 3.036763 9.609951 -6.816782 -1.64 -0.36 -0.49
O 0.944130 8.922746 -6.859759 1.49 0.71 -0.49
H 2.649257 10.681665 -8.938130 -0.20 -0.18 0.20
H 1.433178 9.431529 -9.368900 -0.09 0.14 0.20
H 0.921741 10.935591 -8.515596 0.05 -0.26 -0.03
C 7.250822 -0.657575 5.194065 0.02 0.18 -0.27
N 7.076592 -0.545711 6.667396 -0.15 0.12 1.28
O 6.841351 0.578343 7.125844 0.30 -1.67 -0.52
O 7.180801 -1.589489 7.322024 -0.20 1.63 -0.93
H 7.133431 0.332529 4.748216 0.03 -0.21 0.24
H 8.253980 -1.047096 5.009468 -0.23 -0.06 0.06
H 6.484648 -1.341055 4.822523 0.26 0.02 0.18
C -8.761486 -1.430903 0.613989 -0.12 0.17 0.40
N -8.455799 -2.766715 0.034563 0.12 -0.74 -0.72
O -8.213852 -3.685221 0.826279 -0.34 0.92 -1.34
O -8.467474 -2.855476 -1.198667 0.11 -0.09 1.99
H -8.715910 -1.499354 1.703073 0.02 -0.11 -0.35
H -8.012322 -0.730178 0.239999 -0.22 -0.13 -0.08
H -9.765070 -1.151574 0.286868 0.25 -0.02 -0.11
```
Positions in Å, forces in eV/Å.

The total charge is +1.



Below is an isolated molecule of C19H29N3O5S, with properties calculated with wB97M-V/def2-TZVPD.

```
57
Properties=species:S:1:pos:R:3:forces:R:3
C -0.079380 4.346758 0.292191 0.01 0.28 0.03
O 0.053304 2.946769 0.205273 -0.14 -0.52 -0.11
C -1.020105 2.214621 -0.212525 -0.03 -0.15 -0.01
C -2.266519 2.735539 -0.525608 0.17 0.05 0.09
C -3.291882 1.893041 -0.934853 -0.12 -0.04 -0.07
C -3.055910 0.541546 -1.052441 -0.53 -0.20 -0.30
S -4.384656 -0.555098 -1.553289 -0.27 -0.04 0.12
O -3.833032 -1.608156 -2.350243 0.31 -0.07 0.23
O -5.438182 0.256054 -2.091831 0.11 0.21 0.24
N -4.989613 -1.256971 -0.178219 0.27 0.34 -0.96
C -4.254952 -2.322968 0.463618 0.47 -0.27 0.33
C -3.457142 -1.812478 1.668948 0.04 -0.15 -0.19
O -4.276897 -1.070313 2.551462 -0.11 -0.14 0.16
C -4.866762 0.032910 1.901340 -0.19 0.12 -0.17
C -5.742271 -0.427747 0.731202 -0.09 0.47 0.46
C -1.816818 -0.000824 -0.766241 0.22 -0.01 -0.04
C -0.794396 0.823120 -0.321456 -0.36 0.01 0.03
N 0.462095 0.344644 0.026627 0.13 0.47 0.00
C 0.822515 -0.932546 0.318771 0.26 0.16 0.08
O 0.079981 -1.888578 0.314562 -0.16 -0.29 0.00
C 2.295331 -1.027851 0.719923 0.04 -0.11 -0.07
N 3.082949 0.006883 0.091120 0.08 -0.25 0.28
C 3.304215 -0.171720 -1.332111 -0.13 -0.20 -0.26
C 3.977468 -1.479081 -1.776659 0.17 0.25 0.08
C 5.447332 -1.608281 -1.385966 -0.23 -0.20 0.13
C 5.724522 -1.373178 0.098693 0.21 0.17 -0.18
C 5.608881 0.102109 0.483002 -0.23 -0.14 0.13
C 4.187199 0.561312 0.851158 0.27 0.35 0.03
H -0.328371 4.786204 -0.678057 0.00 -0.03 0.03
H -0.835784 4.632777 1.028916 0.02 -0.03 -0.04
H 0.893868 4.712427 0.615473 -0.10 0.03 -0.02
H -2.455947 3.793944 -0.449566 0.02 0.10 0.02
H -4.267440 2.279301 -1.180708 -0.10 0.12 -0.03
H -3.599106 -2.764745 -0.284882 0.02 -0.20 0.14
H -4.978735 -3.074790 0.799466 0.07 0.03 -0.06
H -3.069870 -2.649989 2.250379 0.06 0.02 -0.11
H -2.615965 -1.190259 1.333714 -0.07 -0.12 0.07
H -5.467880 0.542225 2.656818 0.02 0.06 -0.11
H -4.082573 0.715598 1.536234 -0.10 -0.04 0.07
H -6.127434 0.415528 0.159458 -0.16 0.04 0.19
H -6.581169 -1.017087 1.118877 0.03 0.07 -0.06
H -1.648516 -1.056210 -0.897269 0.10 -0.06 0.04
H 1.195287 1.038653 0.135873 0.00 -0.22 -0.06
H 2.322921 -0.890456 1.805304 0.01 -0.02 -0.07
H 2.624394 -2.056604 0.517795 -0.13 0.10 0.04
H 2.324775 -0.124448 -1.822824 0.09 0.10 -0.06
H 3.891726 0.681030 -1.679067 -0.06 0.06 -0.09
H 3.899866 -1.535029 -2.864597 -0.09 -0.05 -0.02
H 3.417108 -2.325154 -1.376089 -0.04 -0.06 -0.06
H 5.785637 -2.611465 -1.656728 0.05 0.03 -0.07
H 6.040236 -0.897201 -1.967419 0.07 -0.01 -0.03
H 5.051600 -1.976638 0.709709 -0.01 -0.11 0.08
H 6.743411 -1.706949 0.309162 -0.05 -0.05 0.06
H 6.247104 0.308550 1.344913 0.03 0.10 -0.03
H 5.986181 0.705487 -0.345119 0.06 0.04 0.01
H 4.005521 0.341005 1.905221 -0.02 0.05 -0.04
H 4.151897 1.654802 0.738565 0.07 -0.07 0.15
```
Positions in Å, forces in eV/Å.

Its SMILES is COc1ccc(S(=O)(=O)N2CCOCC2)cc1NC(=O)CN1CCCCCC1. The total charge is 0.



Below is C28H25BeCl5NO as an isolated structure, with properties calculated with wB97M-V/def2-TZVPD.

```
61
Properties=species:S:1:pos:R:3:forces:R:3
C 1.925162 -0.682760 1.779414 0.45 0.26 -0.25
C 2.493629 -1.188004 0.614412 0.04 0.71 0.54
C 2.662636 -0.106987 -0.311777 -0.33 0.40 0.41
H 2.829311 -2.206748 0.440217 -0.26 0.14 0.12
C 2.119819 1.047918 0.247034 0.89 -0.05 0.39
C 1.673463 0.750828 1.606118 0.16 -0.62 -0.85
H 2.111492 2.045354 -0.193553 0.08 -0.25 0.09
C -1.576850 -2.234093 2.666430 0.34 -0.04 -0.80
C -0.601194 -3.254845 2.477606 -0.40 0.22 -0.56
C -0.331692 -3.347705 1.082148 -0.34 0.34 0.38
H -0.157971 -3.870984 3.259768 -0.12 0.12 -0.20
C -1.095911 -2.353572 0.410216 0.08 -0.57 0.38
C -1.877340 -1.685636 1.387946 0.12 -0.27 0.49
H 3.197071 -0.180787 -1.254929 -0.42 0.03 -0.03
H 1.714428 1.475505 2.423231 0.26 -0.18 -0.19
H 1.749954 -1.231692 2.700437 -0.10 0.04 -0.45
H -2.559934 -0.860872 1.179293 0.03 -0.32 0.26
H 0.303445 -4.083424 0.591059 0.01 0.20 0.23
H -2.004176 -1.898393 3.608659 0.10 -0.12 -0.16
Be -0.124559 0.859282 1.531532 1.19 -0.85 2.11
C -1.145611 -2.120729 -1.083702 -0.09 -0.04 1.27
C -2.609348 -2.047010 -1.536127 0.04 -0.20 -0.26
C -0.423769 -3.232456 -1.837328 -0.02 -0.02 -0.33
H -3.071053 -3.021733 -1.332264 -0.04 0.30 0.01
H -2.657892 -1.860990 -2.616535 -0.12 0.04 -0.04
H -3.182770 -1.269285 -1.013504 0.20 -0.22 -0.06
H -0.854663 -4.207908 -1.601395 0.07 0.08 0.05
H 0.651391 -3.235684 -1.612369 -0.30 -0.07 0.07
H -0.543395 -3.051993 -2.911738 0.08 -0.12 -0.09
C -0.406096 -0.839714 -1.549009 0.85 0.59 -1.41
C -0.808382 0.458253 -0.963429 0.35 -0.53 3.71
H -0.629395 -0.732712 -2.623439 0.06 -0.21 0.52
H 0.700167 -0.955570 -1.500293 -0.77 -0.02 0.50
O -0.893966 0.608945 0.323694 -1.18 -0.32 -5.22
N -1.256250 1.459952 -1.753905 -1.10 0.97 -0.70
C -0.423472 2.331209 -2.630431 -0.32 -0.09 -0.06
H -2.082924 1.935633 -1.373168 0.98 0.08 0.24
C 0.821654 1.681740 -3.162330 0.26 -0.09 -0.66
C 2.070636 2.266320 -2.950221 0.06 -0.33 0.08
H 2.115217 3.227593 -2.435359 0.12 -0.32 0.00
C 3.235606 1.619456 -3.372300 -0.08 0.01 -0.10
H 4.206594 2.078407 -3.174475 -0.30 -0.18 -0.04
C 3.158495 0.379811 -4.016802 -0.13 0.25 0.05
H 4.077863 -0.155023 -4.285990 -0.46 0.22 0.11
C 1.901925 -0.146827 -4.336789 0.00 0.23 0.02
H 1.831874 -1.104230 -4.857952 -0.03 0.36 0.06
C 0.740195 0.543179 -3.971157 0.40 -0.17 -0.10
H -0.239222 0.179664 -4.298035 0.40 0.07 0.21
H -0.135612 3.216517 -2.042592 -0.09 -0.19 -0.17
H -1.036102 2.664353 -3.484474 -0.01 -0.10 0.39
Cl 0.324317 -0.321651 4.709734 -0.12 -0.03 0.08
C -0.660223 1.045946 4.350839 -1.00 0.83 0.93
C -0.804994 1.483731 3.043279 0.39 0.06 -0.53
C -1.366754 2.728764 2.838304 -0.49 0.31 1.54
Cl -1.143813 3.441759 1.258877 -0.32 0.47 -0.02
C -1.975157 3.467765 3.875640 0.50 -0.99 0.28
Cl -2.707677 4.972210 3.559030 -0.28 0.59 -0.07
C -1.969764 2.943413 5.196306 0.67 -0.81 -1.39
Cl -2.761149 3.760491 6.465446 -0.19 0.26 0.28
C -1.287937 1.730447 5.438761 0.23 0.17 -1.36
Cl -1.209355 1.085545 7.021925 -0.01 0.01 0.28
```
Positions in Å, forces in eV/Å.

The total charge is -1.



Here are the calculated HOMO-LUMO gap numbers, same order: 6.52; 8.94; 5.06 (eV).
Here are the calculated E_HOMO numbers, same order: -11.49; -8.49; -2.99 (eV).
Here are the calculated energy numbers, same order: -5243.984435; -1680.036112; -3527.688866 (Ha).